# C63H144F10N12O23S10

A 12-piece molecular cluster, C63H144F10N12O23S10 overall (ωB97M-V/def2-TZVPD, the OMol25 dataset).

Last column: Mulliken charge in e.
Geometry (Å):
C  -5.555070  -0.240540  4.763780  -0.556
S  10.459080  2.741820  -4.203220  1.038
O  8.892340  10.407420  -1.131480  -0.560
H  -1.570970  14.786220  6.268900  0.483
H  10.460780  -1.987330  -11.414440  0.463
C  -3.956260  16.204800  7.264140  -1.338
C  -4.408000  13.917040  1.698010  -1.546
H  -2.911540  -7.091030  -3.637480  0.349
C  -0.520950  15.321620  -11.054140  -0.670
H  1.720270  13.560280  -11.774650  0.450
H  4.676920  3.321990  -4.285150  0.399
F  12.704890  9.486580  0.581670  -0.301
H  -0.654020  11.617800  -8.627520  0.386
N  2.603090  17.425000  -4.991230  -0.218
H  -0.583210  9.471470  3.350840  0.352
F  0.461810  -0.711800  -7.559890  -0.306
H  8.337160  -4.815100  -12.744820  0.428
H  -4.959070  -1.317670  1.706680  0.359
O  9.209690  12.152780  0.610800  -0.604
H  -4.408840  15.007040  1.696180  0.368
S  3.998630  17.010930  -5.281070  1.072
H  -3.731430  0.952620  4.267730  0.341
H  7.341490  -3.886900  -8.606200  0.380
H  -3.488030  -0.208360  1.330230  0.381
C  10.203260  -4.842280  -10.978720  -0.650
O  2.981030  14.995760  -3.747610  -0.530
H  0.068480  13.825850  -9.551550  0.438
N  -0.297160  12.787500  -11.332320  0.271
N  3.692760  3.245130  -4.071560  -0.195
C  -6.040630  -1.100370  7.028770  -1.132
C  -1.048220  11.476200  -10.845480  -1.127
H  7.863460  2.847460  10.880750  0.323
H  1.170340  -7.135610  -3.605180  0.376
H  7.961120  7.489620  9.238800  0.348
H  1.155850  11.839020  -13.518780  0.203
H  8.806510  -3.390740  -7.791390  0.357
H  -6.383370  -0.077340  7.183840  0.438
O  11.689240  -3.539560  -13.237260  -0.211
H  3.231510  11.042530  -13.785550  0.372
S  3.641770  -3.314030  4.843830  1.077
S  0.701040  -0.388720  -9.124470  1.035
O  3.556930  -5.313670  7.280330  -0.593
H  7.278660  -3.517830  -12.155860  0.366
C  7.550770  3.507230  6.581210  -0.680
H  -3.096620  16.630090  7.782060  0.334
H  8.302460  4.432980  11.567520  0.302
O  11.228610  1.560580  -4.499020  -0.588
H  3.592360  12.495470  -12.984420  0.365
F  9.578480  2.242240  -2.926220  -0.331
C  9.807950  -2.491870  -12.126730  -0.672
C  3.097790  11.537530  -12.823680  -0.780
C  5.635230  2.210020  12.441960  -1.186
H  0.511990  14.992590  -12.947800  0.264
H  10.470460  -5.094150  -12.005000  0.574
C  -0.612990  13.941300  -10.394380  -0.742
H  -5.459360  13.630800  1.669930  0.416
H  -6.362380  0.372050  5.165130  0.402
H  -4.288870  -7.043480  -7.129670  0.298
H  0.129140  -7.754610  -2.360700  0.306
O  -0.642660  -0.555510  -9.584240  -0.549
H  12.844290  -2.652560  -14.790990  0.320
H  9.853790  -3.586470  -14.012410  0.365
O  2.247230  0.544750  -11.261110  -0.554
S  10.205120  3.448430  -6.363200  1.048
O  11.349670  2.724060  -6.880140  -0.523
H  -4.825980  16.344080  7.906240  0.369
H  -6.238510  -7.955660  -0.371040  0.364
O  1.663120  -1.499760  -9.383320  -0.557
C  6.587510  3.436370  12.550850  -0.637
H  6.562010  5.116890  5.512900  0.363
H  -3.144900  14.277980  7.951760  0.310
H  -1.943690  14.289730  3.262490  0.423
C  -5.289080  -7.390380  -5.256080  -0.649
N  -4.948600  -1.106640  5.925630  0.152
C  7.702570  3.291550  8.142450  -0.878
H  -7.089870  -8.858790  -1.739950  0.368
H  5.986980  1.277390  12.000850  0.318
H  -2.838060  14.879870  5.125110  0.215
H  -1.651990  13.762200  -10.117810  0.459
H  -5.815040  -9.425050  -3.807150  0.638
C  -2.886780  -7.759830  -4.497820  -0.744
H  -5.212560  -3.622220  7.312720  0.284
N  7.406240  4.663520  8.830170  0.404
C  3.902240  10.699430  -11.843720  -1.214
H  -1.149120  15.403910  -13.259280  0.518
H  -6.774280  -1.891180  6.872290  0.367
H  7.250240  3.161030  13.371260  0.350
H  -3.851970  -2.541740  4.648940  0.383
C  8.420700  -3.793930  -8.727710  -1.273
H  -3.573870  12.505030  5.578080  0.392
H  0.181080  13.581300  4.459030  0.417
C  -4.853110  -9.030800  -3.479490  -1.180
S  1.426100  1.439620  -10.402190  1.063
H  -6.295080  -7.595300  -4.889920  0.433
O  5.037820  17.449170  -4.400070  -0.571
H  8.628340  -4.863600  -8.699710  0.316
H  0.324090  15.897470  -10.676790  0.362
H  -0.838020  12.893290  -13.529240  0.491
H  -6.127940  -1.025640  4.270290  0.477
H  4.048130  2.986510  -2.047480  0.380
H  9.639630  -5.633030  -10.483600  0.605
C  -4.300020  -9.522420  -5.869290  -0.498
H  9.762600  -2.297080  -9.499220  0.479
H  -0.922060  9.222850  -8.270240  0.389
H  1.551620  12.449070  -10.445130  0.425
C  6.594650  4.288480  10.152230  -1.123
C  -1.993820  11.011400  4.117440  -0.757
C  3.158590  4.664060  -3.760070  0.601
H  5.613790  5.786660  8.195280  0.342
H  12.111810  -3.607850  -10.651290  0.300
C  8.621880  6.801750  9.766350  -0.086
H  -4.723450  -9.102360  -8.067490  0.365
H  -1.782480  -9.715670  -4.796700  0.248
F  4.237520  18.062780  -6.498930  -0.332
C  -5.158990  -8.994480  -7.074130  -0.684
C  6.553770  5.430040  7.774150  -0.511
H  -2.327450  9.829530  -9.278040  0.340
H  -2.066370  12.346050  6.429960  0.557
H  7.153740  6.301440  7.511870  0.309
H  -3.317200  -1.831600  1.738760  0.295
H  6.931810  2.587400  8.455800  0.481
C  3.790860  5.802850  -4.606950  -1.108
H  3.443940  6.794630  -4.316950  0.336
C  -3.630000  -0.507410  6.481110  -0.594
C  -0.501180  14.868150  -12.565570  -0.777
H  4.123000  11.298830  -10.960490  0.320
C  8.913640  -2.895960  -9.828950  -0.435
C  9.960330  7.552440  9.880790  -1.459
H  -0.934420  10.859700  -11.737150  0.545
H  7.371750  2.589700  6.020670  0.461
N  9.246370  -3.657030  -11.174400  -0.220
O  2.317110  4.820770  -2.939760  -0.386
H  -4.988240  0.916310  3.012220  0.479
H  2.443580  2.158080  -2.676320  0.300
C  -3.954320  -0.973130  1.951370  -0.920
H  -2.118260  11.668810  -10.923120  0.598
F  9.801990  12.508720  -1.613640  -0.341
H  -4.236690  1.731390  6.198350  0.344
O  10.149320  4.878670  -6.618800  -0.566
C  1.600630  11.581870  -12.557450  -0.085
F  2.533580  2.641070  -10.235900  -0.334
C  1.239250  12.629600  -11.473690  -0.895
F  9.095030  2.917790  -7.453810  -0.326
H  -1.855870  -9.108800  -3.061140  0.250
C  0.123300  -7.303490  -3.352950  -1.140
C  11.523940  -4.397410  -10.183210  -1.243
C  -2.285180  13.295600  2.974050  -0.801
H  -2.994860  10.704630  3.814300  0.386
S  4.099970  -3.968810  7.092560  1.071
H  -5.488110  -2.957340  4.917340  0.377
H  -4.674930  -10.497870  -5.559380  0.331
H  -0.952960  8.913990  -9.969700  0.332
H  1.245590  10.586460  -12.290580  0.218
H  0.493020  10.707710  -9.586710  0.205
H  4.877180  5.715370  -4.588000  0.375
H  6.079550  5.169800  10.534380  0.464
H  9.074640  5.384860  8.000350  0.593
C  12.547120  -3.606170  -14.354640  -0.838
C  8.767430  5.417060  9.045670  -1.064
O  10.461410  8.999080  1.057990  -0.569
H  12.130260  -4.115340  -15.223590  0.331
H  -1.459140  15.864670  -10.940180  0.297
H  4.104680  1.467300  -2.887420  0.361
H  -1.844060  10.605230  5.117790  0.486
H  1.187160  11.059360  3.730630  0.420
H  -0.140600  -8.006490  -5.272780  0.413
C  -1.254970  9.644110  -9.218820  -1.403
O  3.164830  -1.954150  4.987290  -0.548
C  8.043050  -4.239310  -11.867280  -0.990
H  3.476680  5.830480  -5.650330  0.349
H  -5.185960  -7.179830  -2.373790  0.391
H  -4.125060  16.767570  6.346040  0.350
H  -3.476240  -3.290420  7.056930  0.365
H  -4.117030  -8.217130  -1.562020  0.357
H  3.426160  9.737850  -11.651870  0.290
N  -1.835050  12.546410  4.275440  0.186
S  9.740690  11.321280  -0.471390  1.048
H  -4.140470  12.237160  2.841210  0.184
O  -3.705060  -0.687940  3.312100  -0.287
H  7.735810  -5.101320  -11.275140  0.415
O  3.343590  -2.838730  7.626120  -0.605
H  -3.439250  -1.126380  7.357800  0.531
H  4.880010  10.468180  -12.266320  0.417
N  9.262140  2.889440  -5.030130  -0.199
O  2.709190  -4.388280  4.563920  -0.560
H  -4.551100  14.311800  6.792530  0.320
H  0.382910  -9.198760  -4.361120  0.448
H  8.130100  -2.183990  -10.088310  0.508
H  3.182430  2.907360  -4.875020  0.353
C  3.508460  2.371930  -2.768000  -0.766
C  -2.543360  14.353800  6.033140  -0.640
H  -2.589940  -7.273700  -5.427160  0.400
H  -2.752680  1.359900  7.217390  0.375
S  11.269710  10.186340  0.962130  1.096
H  8.502610  3.904450  6.228640  0.340
N  11.221690  11.101830  -0.447710  -0.205
H  9.835790  8.408110  10.544430  0.385
C  0.247360  11.470200  3.361720  -0.713
C  -4.484240  0.331820  3.781940  -0.742
C  -3.617760  14.778820  7.106970  -0.379
H  11.341710  -4.116400  -9.145930  0.336
H  -5.599120  -1.379450  7.985480  0.430
C  -0.569490  10.910810  -9.452830  -0.071
F  5.350930  -3.982010  8.166580  -0.335
N  1.318690  1.197970  -8.914750  -0.207
F  4.539890  -3.333920  3.490040  -0.274
C  -4.611050  -2.563460  5.430880  -0.421
C  -0.941270  13.412550  -12.576450  -0.690
C  10.459460  -2.898010  -13.423100  -0.715
C  -0.330520  -8.380110  -4.266580  -0.940
H  -2.771870  -0.716260  5.842280  0.491
H  -1.214140  10.622050  2.150080  0.331
H  -4.950120  -6.446660  -4.828770  0.340
H  9.375910  4.768260  9.675690  0.430
H  -4.226160  13.664450  3.807710  0.176
H  -4.100740  13.474960  0.750250  0.363
H  4.813400  2.594910  11.838190  0.289
C  -3.739890  1.042520  6.881550  -1.267
H  -6.153840  -9.422330  -7.197850  0.319
C  -0.253570  12.584130  4.389490  -0.648
H  8.540180  2.781820  8.618570  0.428
O  11.528530  10.883120  2.202180  -0.564
C  -5.035150  -8.235730  -2.149230  -0.646
H  12.156300  -5.276390  -10.058270  0.427
H  -5.910000  -9.583320  -0.555670  0.337
H  9.071930  -1.692180  -12.209660  0.560
C  -0.887690  10.504600  3.183390  -0.536
C  -5.213190  -7.485860  -6.758130  -0.588
F  0.898890  15.997060  -4.057850  -0.304
C  -2.555670  12.891480  5.623000  -0.832
O  4.197330  15.766110  -6.054780  -0.588
H  10.780370  6.943740  10.261740  0.373
C  7.476480  3.763960  11.326150  -0.211
H  10.560880  -1.945630  -13.943460  0.476
H  -5.991860  -6.940250  -7.291110  0.451
H  -0.116290  12.144690  5.377490  0.382
N  -4.272340  -8.413790  -4.776210  0.607
H  10.217770  7.961580  8.903840  0.364
C  -3.784740  13.266130  2.894150  0.031
H  5.497800  4.048550  6.238080  0.302
O  11.197290  3.924860  -3.859330  -0.551
H  13.381700  -4.170310  -13.938310  0.242
H  -1.986860  13.320910  -12.282440  0.501
S  2.429310  16.372630  -3.720760  1.059
C  -4.409820  -3.583050  6.576400  -1.144
H  -4.438930  1.155780  7.710170  0.381
H  6.001530  4.330710  12.762720  0.329
H  -1.660020  12.925970  2.161240  0.601
N  4.929090  -3.745270  5.881380  -0.233
H  0.506730  11.892320  2.390820  0.338
H  -4.278670  -4.566920  6.125970  0.414
C  -1.824420  -8.860590  -4.122030  -0.240
H  5.775090  3.671600  9.783600  0.568
H  -4.188090  -9.885510  -3.355700  0.618
O  0.269660  2.148140  -10.931310  -0.590
C  6.426800  4.577660  6.450480  -0.648
H  -0.439140  -6.372030  -3.417210  0.301
H  -3.290970  -9.650820  -6.261000  0.272
H  8.346560  6.732010  10.818700  0.251
C  -6.183160  -8.713270  -1.152750  -1.271
H  5.101510  1.900810  13.340640  0.365
O  2.220900  16.944440  -2.427770  -0.587

Forces on atoms 1 to 6 (eV/Å):
C 0.5 -1.6 -0.2
S 4.8 -3.7 6.8
O -0.6 -1.6 0.1
H 0.2 -0.5 0.2
H 0.9 -0.2 -0.5
C 1.1 1.3 0.9

Computed properties:
HOMO level ... -0.319 hartree
Total charge ... +2
Spin multiplicity ... 1
Molecular weight ... 1948.56 g/mol
E_tot ... -9853.49342 a.u.